1.
Molecular formula: C3H4S2
Method: DFT, the ωB97M-V functional and the def2-TZVPD basis

Geometry as XYZ:
```
9
Properties=species:S:1:pos:R:3:lowdin_charge:R:1
C -1.372 0.614 2.247 -0.8516
C -0.179 0.223 0.475 -0.9894
C 0.430 -0.249 -0.784 -0.1735
S 0.006 1.416 1.603 0.9163
S -1.746 -0.421 0.928 0.8912
H -2.035 1.279 2.814 0.0000
H 1.302 0.395 -1.048 0.0944
H -0.346 -0.198 -1.480 0.0409
H 0.722 -1.293 -0.745 0.0717
```

Summary:
HOMO level = -7.45 eV
LUMO energy = 0.40 eV
total energy = -912.9792 Eh
gap between HOMO and LUMO = 7.84 eV
charge = 0

=====

2.
Molecular formula: C7H10N2O
Method: DFT, the ωB97M-V functional and the def2-TZVPD basis

Geometry as XYZ:
```
20
Properties=species:S:1:pos:R:3:lowdin_charge:R:1
C 0.215 -3.159 -0.480 -0.1006
C 1.551 -2.866 -0.311 -0.0938
C 1.826 -1.596 0.125 -0.1128
N 0.826 -0.699 0.475 0.0694
C -0.423 -1.148 0.400 -0.1789
C -0.874 -2.356 -0.130 -0.0378
H 0.073 -4.156 -0.870 0.0969
H 2.255 -3.644 -0.471 0.0926
H 2.857 -1.204 -0.009 0.1157
H -1.105 -0.480 0.821 0.0773
H -1.841 -2.747 -0.022 0.0854
C -0.562 3.396 0.917 -0.0294
C -0.183 2.447 -0.235 -0.5245
N -1.175 1.827 -1.006 0.1498
O 0.962 1.935 -0.154 -0.0237
H -0.148 2.821 1.834 0.1110
H -1.605 3.595 1.357 0.0926
H -0.024 4.276 0.708 0.0466
H -0.720 1.360 -1.824 0.1351
H -1.906 2.399 -1.126 0.0290
```

Summary:
HOMO level = -9.10 eV
LUMO energy = 0.89 eV
total energy = -457.4324 Eh
SMILES = c1ccncc1.CC(N)=O
gap between HOMO and LUMO = 9.99 eV
charge = 0

=====

3.
Molecular formula: C43H33AsFeN7O3S2
Method: DFT, the ωB97M-V functional and the def2-TZVPD basis

Geometry as XYZ:
```
90
Properties=species:S:1:pos:R:3:lowdin_charge:R:1
Fe -0.323 -0.960 0.888 0.5284
O -3.078 -1.886 -1.935 0.0631
C -2.363 -1.863 -0.948 -0.6184
O -1.108 -1.609 -0.893 -0.1835
C -2.964 -2.256 0.405 -0.1906
C -4.278 -2.759 0.457 0.0163
C -4.776 -3.150 1.663 0.0161
C -3.963 -3.063 2.816 -0.1481
C -4.413 -3.491 4.088 -0.0303
C -3.586 -3.427 5.171 -0.0653
C -2.269 -2.943 5.023 -0.0461
C -1.809 -2.512 3.810 -0.0356
C -2.655 -2.547 2.681 -0.2098
N -2.190 -2.120 1.463 0.0878
H -4.836 -2.811 -0.466 0.1208
H -5.782 -3.541 1.755 0.1221
H -5.422 -3.874 4.179 0.1143
H -3.932 -3.751 6.143 0.1072
H -1.610 -2.911 5.881 0.1141
H -0.791 -2.165 3.696 0.0397
S -0.778 0.571 2.794 0.6835
C 0.634 -0.006 3.597 -1.0976
S 1.405 -1.242 2.665 0.6067
C 1.062 0.409 4.831 -0.3743
C 2.238 -0.140 5.417 -0.2525
N 3.188 -0.585 5.893 0.1500
C 0.336 1.396 5.559 -0.2499
N -0.258 2.194 6.139 0.1509
C 1.627 11.016 -5.908 -0.0785
O 2.605 10.122 -5.409 -0.0732
C 2.173 8.992 -4.804 -0.2808
C 3.170 8.141 -4.324 0.0122
C 2.833 6.967 -3.691 -0.0123
C 1.493 6.610 -3.519 -0.1591
C 0.510 7.458 -4.011 -0.0265
C 0.835 8.648 -4.648 -0.0136
C 1.176 5.355 -2.834 -0.2578
N 2.032 4.391 -2.590 0.1924
C 1.315 3.431 -1.926 -0.1666
C 0.004 3.815 -1.772 -0.1228
N -0.073 5.058 -2.352 0.1853
C -0.980 3.010 -1.124 -0.0586
C -2.329 3.343 -0.946 0.0131
C -3.160 2.457 -0.309 -0.0181
C -2.632 1.250 0.157 -0.1211
N -1.364 0.925 0.008 0.0103
C -0.538 1.770 -0.628 -0.1261
C 0.847 1.346 -0.781 -0.1090
N 1.191 0.144 -0.273 0.0508
C 2.438 -0.269 -0.413 -0.1276
C 3.422 0.480 -1.059 -0.0192
C 3.093 1.712 -1.567 0.0263
C 1.779 2.168 -1.432 -0.0625
H 2.175 11.846 -6.345 0.0937
H 0.985 11.387 -5.106 0.0963
H 1.014 10.542 -6.679 0.0960
H 4.204 8.430 -4.458 0.1233
H 3.602 6.306 -3.315 0.1146
H -0.539 7.199 -3.930 0.1072
H 0.045 9.283 -5.022 0.1033
H -0.870 5.667 -2.371 0.1499
H -2.715 4.288 -1.308 0.1162
H -4.207 2.677 -0.159 0.1141
H -3.261 0.540 0.680 0.1176
H 2.678 -1.230 0.022 0.0738
H 4.425 0.086 -1.138 0.1136
H 3.822 2.338 -2.065 0.1238
C 1.095 -3.921 -1.441 -0.2724
As 0.691 -3.548 0.428 1.1368
C 2.333 -4.207 1.247 -0.3011
C -0.600 -5.013 0.761 -0.2940
C 0.047 -6.343 0.971 -0.3221
C 0.452 -6.731 2.247 -0.0637
C 1.110 -7.933 2.447 -0.0800
C 1.377 -8.769 1.371 -0.0935
C 0.972 -8.398 0.098 -0.0831
C 0.308 -7.195 -0.099 -0.0610
H 1.379 -4.966 -1.567 0.0207
H 1.917 -3.285 -1.767 0.0235
H 0.219 -3.685 -2.042 0.0272
H 2.558 -5.218 0.907 0.0318
H 2.250 -4.191 2.332 0.0177
H 3.144 -3.538 0.959 0.0198
H -1.247 -5.017 -0.119 0.0832
H -1.204 -4.732 1.621 0.0584
H 0.250 -6.077 3.089 0.1164
H 1.415 -8.219 3.445 0.1041
H 1.893 -9.708 1.527 0.1002
H 1.165 -9.049 -0.744 0.1025
H -0.020 -6.917 -1.094 0.1092
```

Summary:
HOMO level (alpha / beta) = -7.78 / -7.80 eV
LUMO energy (alpha / beta) = -0.69 / -0.95 eV
2S+1 = 6
total energy = -6563.4080 Eh
gap between HOMO and LUMO (alpha / beta) = 7.09 / 6.85 eV
charge = 0

=====

4.
Molecular formula: C18H24N6
Method: DFT, the ωB97M-V functional and the def2-TZVPD basis

Geometry as XYZ:
```
48
Properties=species:S:1:pos:R:3:lowdin_charge:R:1
C -1.068 -2.862 1.258 -0.0920
C -0.529 -1.847 2.267 -0.1864
C -0.534 -0.476 1.663 -0.3599
N 0.651 0.021 1.314 0.1803
C 0.736 1.220 0.739 -0.2603
N 1.933 1.741 0.436 0.0670
C 3.172 1.016 0.557 -0.1871
C 3.664 0.514 -0.803 -0.1733
C 4.885 -0.406 -0.706 -0.4454
C 5.182 -1.012 -2.076 -0.0855
C 6.115 0.336 -0.188 -0.0805
C -0.466 1.919 0.494 -0.1478
N -0.815 3.101 -0.080 0.0576
N -2.082 3.211 -0.039 0.0429
N -2.631 2.142 0.558 -0.0547
C -4.053 1.958 0.676 -0.0791
C -4.463 0.755 -0.135 -0.2214
C -4.631 0.870 -1.509 -0.0392
C -4.940 -0.245 -2.269 -0.0836
C -5.077 -1.482 -1.662 -0.0901
C -4.904 -1.601 -0.293 -0.0852
C -4.596 -0.488 0.468 -0.0582
C -1.650 1.280 0.911 -0.2205
N -1.719 0.093 1.510 0.1974
H -0.426 -2.899 0.381 0.0753
H -1.108 -3.853 1.704 0.0680
H -2.068 -2.573 0.943 0.0550
H -1.169 -1.843 3.151 0.1100
H 0.490 -2.102 2.555 0.1045
H 1.929 2.614 -0.068 0.1475
H 3.915 1.674 1.016 0.1176
H 2.975 0.171 1.218 0.1155
H 2.846 -0.035 -1.273 0.1177
H 3.905 1.368 -1.442 0.1194
H 4.648 -1.219 -0.010 0.1357
H 4.323 -1.568 -2.447 0.0747
H 6.029 -1.691 -2.018 0.0744
H 5.420 -0.229 -2.794 0.0802
H 5.965 0.685 0.830 0.0674
H 6.336 1.193 -0.821 0.0828
H 6.980 -0.323 -0.193 0.0756
H -4.520 2.874 0.305 0.1282
H -4.303 1.812 1.732 0.1307
H -4.513 1.834 -1.982 0.1137
H -5.070 -0.148 -3.337 0.1017
H -5.315 -2.352 -2.256 0.1007
H -5.006 -2.566 0.182 0.1024
H -4.443 -0.583 1.532 0.1062
```

Summary:
HOMO level = -8.46 eV
LUMO energy = 0.78 eV
total energy = -1028.8591 Eh
SMILES = CCc1nc(NCCC(C)C)c2nnn(Cc3ccccc3)c2n1
gap between HOMO and LUMO = 9.25 eV
charge = 0

=====

5.
Molecular formula: C18H28MnNS
Method: DFT, the ωB97M-V functional and the def2-TZVPD basis

Geometry as XYZ:
```
49
Properties=species:S:1:pos:R:3:lowdin_charge:R:1
C 1.372 -1.494 -1.470 -0.2991
H 0.812 -2.164 -2.239 0.1267
H 1.881 -0.733 -2.142 0.0863
H -0.471 -1.521 -0.693 0.0662
C 2.422 -2.479 -0.790 -0.2904
H 2.965 -1.879 -0.023 0.1024
H 1.868 -3.260 -0.230 0.1022
C 3.412 -3.136 -1.753 -0.0890
H 4.180 -3.635 -1.164 0.0863
H 2.918 -3.892 -2.364 0.0849
H 3.896 -2.402 -2.402 0.0819
C -0.362 1.838 0.892 -0.2213
C 1.025 1.630 1.095 -0.1823
C 1.650 1.462 -0.202 -0.2395
C 0.567 1.579 -1.220 -0.2399
C -0.665 1.794 -0.488 -0.1926
C -1.961 2.187 -1.121 0.0141
C 0.801 1.879 -2.685 0.0151
C 3.127 1.593 -0.499 0.0047
C 1.764 1.731 2.384 0.0214
C -1.338 2.168 1.973 -0.0021
Mn 0.494 -0.429 -0.388 0.5315
H -0.130 1.723 -3.229 0.0866
H 1.120 2.923 -2.832 0.1251
H 1.571 1.218 -3.089 0.0862
H -1.989 1.877 -2.161 0.0859
H -2.785 1.728 -0.591 0.0870
H -2.097 3.269 -1.084 0.1212
H -1.109 1.629 2.890 0.0736
H -1.330 3.235 2.213 0.1160
H -2.352 1.911 1.676 0.0820
H 2.755 1.298 2.290 0.0936
H 1.877 2.767 2.710 0.1293
H 1.223 1.197 3.155 0.0847
H 3.376 1.060 -1.419 0.0882
H 3.429 2.643 -0.618 0.1161
H 3.693 1.172 0.329 0.0836
S 0.091 -1.412 1.620 0.8552
C -1.609 -1.710 1.572 -0.6116
N -2.314 -1.222 2.646 0.0763
C -3.677 -1.277 2.739 0.0021
C -4.386 -1.904 1.728 -0.0044
C -3.696 -2.503 0.663 0.0205
C -2.305 -2.433 0.601 -0.0575
H -1.771 -0.762 3.380 0.1537
H -4.112 -0.801 3.614 0.1514
H -5.473 -1.925 1.780 0.1343
H -4.252 -3.023 -0.120 0.1406
H -1.722 -2.904 -0.188 0.1132
```

Summary:
HOMO level (alpha / beta) = -15.07 / -15.09 eV
LUMO energy (alpha / beta) = -8.26 / -9.89 eV
2S+1 = 5
total energy = -2305.8987 Eh
gap between HOMO and LUMO (alpha / beta) = 6.81 / 5.20 eV
charge = +2

=====

6.
Molecular formula: C23H37BClN2O6PS
Method: DFT, the ωB97M-V functional and the def2-TZVPD basis

Geometry as XYZ:
```
72
Properties=species:S:1:pos:R:3:lowdin_charge:R:1
C 3.592 2.744 3.904 -0.1039
C 3.216 1.667 2.885 -0.2515
C 1.690 1.596 2.832 -0.2630
N 1.174 0.458 2.085 0.0226
C 1.249 0.453 0.647 -0.8052
Cl 1.705 2.039 -0.135 0.7234
C 2.321 -0.550 0.195 -0.1717
C 2.023 -1.980 0.608 -0.1551
C 2.523 -2.394 1.984 -0.0999
C 4.007 -2.437 2.107 -0.5501
O 4.778 -1.771 1.524 0.1452
O 4.426 -3.366 3.005 0.0897
O 0.056 0.011 0.081 -0.1350
C -1.060 0.813 0.380 -0.1944
C -2.033 0.075 1.366 -0.3845
N -1.634 -1.275 1.661 0.1037
B -2.290 -1.905 2.780 -0.6654
C -2.450 -1.213 4.214 0.0126
O -2.757 -3.173 2.627 0.1587
P -3.755 0.202 0.693 0.2243
O -3.860 1.671 0.005 -0.2249
O -4.732 0.309 1.978 -0.1963
S -4.214 -1.219 -0.503 0.3557
H 3.118 3.679 3.628 0.0729
H 4.666 2.897 3.856 0.0692
H 3.348 2.423 4.909 0.0710
H 3.523 0.680 3.203 0.1026
H 3.633 1.936 1.925 0.0832
H 1.399 1.431 3.867 0.1178
H 1.249 2.558 2.568 0.0967
H 0.290 0.111 2.427 0.1054
H 2.412 -0.440 -0.879 0.0901
H 3.251 -0.179 0.596 0.0965
H 2.513 -2.620 -0.119 0.1239
H 0.972 -2.211 0.521 0.1029
H 2.146 -1.760 2.772 0.1150
H 2.173 -3.404 2.167 0.1241
H 5.162 -2.994 3.509 0.1203
H -1.558 1.001 -0.561 0.0955
H -0.815 1.761 0.846 0.1073
H -2.049 0.644 2.293 0.1168
H -1.754 -1.876 0.847 0.1074
H -1.477 -0.830 4.507 0.0615
H -3.150 -0.395 4.089 0.0490
H -2.846 -1.897 4.947 0.0570
H -3.235 -3.425 3.423 0.0986
H -3.498 2.299 0.654 0.0938
H -5.488 0.864 1.726 0.0857
C 0.478 -1.818 -2.828 -0.0811
C 1.613 -1.807 -3.627 -0.0900
C 1.595 -2.429 -4.868 -0.0986
C 0.443 -3.065 -5.308 -0.1008
C -0.690 -3.083 -4.505 -0.0962
C -0.673 -2.458 -3.266 -0.0835
H 0.489 -1.327 -1.863 0.0746
H 2.513 -1.312 -3.283 0.0974
H 2.479 -2.417 -5.492 0.0988
H 0.428 -3.548 -6.276 0.0982
H -1.587 -3.584 -4.847 0.0994
H -1.558 -2.469 -2.641 0.0910
C -0.821 3.934 -3.525 -0.0939
C -1.530 3.312 -2.506 -0.0971
C -2.665 2.567 -2.800 -0.0919
C -3.092 2.448 -4.116 -0.0853
C -2.388 3.076 -5.134 -0.0958
C -1.253 3.818 -4.839 -0.0973
H 0.067 4.508 -3.295 0.1002
H -1.194 3.407 -1.480 0.0870
H -3.213 2.080 -2.007 0.0645
H -3.974 1.865 -4.347 0.1025
H -2.725 2.987 -6.159 0.0996
H -0.703 4.306 -5.633 0.0993
```

Summary:
HOMO level = -9.05 eV
LUMO energy = -0.09 eV
total energy = -2684.3220 Eh
SMILES = CCCN[C@@](Cl)(CCCC(=O)O)OC[C@H](NB(C)O)P(O)(O)=S.c1ccccc1.c1ccccc1
gap between HOMO and LUMO = 8.96 eV
charge = 0